i | Molecular formula: C2HNO3
Method: DFT, the ωB97M-V functional and the def2-TZVPD basis

Each line ends with the natural charge from an NBO analysis.
Element x y z (Å)
O1 2.336 -0.393 0.093  -0.533
C1 1.151 -0.279 0.041  0.949
O2 0.098 -1.067 -0.065  -0.508
C2 -1.202 -0.051 -0.062  0.280
N1 -0.748 1.107 0.039  -0.084
O3 0.585 1.149 0.110  -0.349
H1 -2.226 -0.461 -0.139  0.245

Summary:
2S+1: 1
SMILES: O=c1ocno1



ii | Molecular formula: C2HNO3
Method: DFT, the ωB97M-V functional and the def2-TZVPD basis

Each line ends with the natural charge from an NBO analysis.
Element x y z (Å)
C1 0.469 -0.319 0.000  0.985
O1 -0.290 0.818 0.000  -0.483
O2 1.735 0.055 0.000  -0.654
C2 -1.575 0.773 0.000  0.544
O3 0.045 -1.427 0.000  -0.561
N1 -2.715 0.810 0.000  -0.350
H1 2.330 -0.710 0.000  0.518

Summary:
2S+1: 1
SMILES: N#COC(=O)O



Quick one: most stable of them? ii



i | Molecular formula: C2H3BrFN
Method: DFT, the ωB97M-V functional and the def2-TZVPD basis

Each line ends with the natural charge from an NBO analysis.
Element x y z (Å)
C1 1.851 0.267 -0.017  -0.345
C2 0.943 -0.847 0.102  0.581
N1 0.406 0.209 0.537  -0.349
F1 0.752 -2.117 -0.114  -0.265
Br1 -4.059 -0.143 0.007  -0.210
H1 2.696 0.598 0.721  0.189
H2 2.049 0.865 -0.938  0.189
H3 -4.639 1.166 -0.298  0.210

Summary:
2S+1: 1
SMILES: FC1=NC1.Br



ii | Molecular formula: C2H3BrFN
Method: DFT, the ωB97M-V functional and the def2-TZVPD basis

Each line ends with the natural charge from an NBO analysis.
Element x y z (Å)
C1 -0.204 0.391 0.095  -0.274
C2 -0.619 0.387 -1.318  0.408
N1 -0.238 -0.781 -0.767  -0.603
F1 -1.962 0.391 -1.836  -0.352
Br1 0.477 1.245 -2.644  0.008
H1 0.665 0.817 0.405  0.207
H2 -1.001 0.214 0.777  0.213
H3 0.594 -1.301 -0.919  0.391

Summary:
2S+1: 1
SMILES: F[C@@]1(Br)CN1



Quick one: most stable of them? ii